Molecular formula: C23H40BN6OS4V
Method: DFT, the ωB97M-V functional and the def2-TZVPD basis

**Energy above the lowest of the compared OMol25 structures with the same formula, charge and spin**: 0.00 kJ/mol
**Gap between HOMO and LUMO (spin up / spin down)**: 7.74 / 8.43 eV
**Largest force on an atom**: 1.6 eV Å⁻¹
**Multiplicity**: 3
**Total charge**: +2

Structure (XYZ):
```
76
Properties=species:S:1:pos:R:3:lowdin_spin:R:1
V 0.56542 -0.85010 1.19751 1.95
C -4.30781 -2.58958 0.70877 0.00
C -4.78150 -1.19214 0.31835 0.00
C -5.99757 -1.32144 -0.59291 0.00
C -5.14735 -0.34157 1.53119 0.00
N -3.67474 -0.49402 -0.44028 0.00
C -3.78931 -0.04016 -1.74499 0.00
C -2.61415 0.52038 -2.09069 0.00
N -1.77784 0.42924 -0.99872 0.00
B -0.30222 0.77088 -0.86127 -0.01
N 0.00625 2.15323 -0.31053 0.00
C -0.70177 3.33057 -0.42748 0.00
C -0.15113 4.21145 0.42593 0.00
N 0.88431 3.57164 1.09445 0.00
C 0.95190 2.30780 0.64767 0.00
S 2.04737 1.01612 1.09781 0.00
C 1.64984 4.32135 2.16628 0.00
C 2.24433 5.56537 1.50751 0.00
C 2.77281 3.49158 2.76830 0.00
C 0.64723 4.68871 3.25868 0.00
N 0.59458 0.31873 -2.00599 0.00
C 1.10075 1.03767 -3.06614 0.00
C 1.98934 0.24749 -3.70039 0.00
N 2.04662 -0.95652 -3.01689 0.00
C 1.19746 -0.88696 -1.98008 0.00
S 0.83627 -2.12341 -0.79106 0.00
C 2.93342 -2.11743 -3.40583 0.00
C 3.89745 -2.40795 -2.25874 0.00
C 2.04387 -3.31291 -3.73368 0.00
C 3.73878 -1.73005 -4.64161 0.00
C -2.43627 -0.20699 -0.00645 0.00
S -1.76364 -0.52283 1.58117 -0.01
H -5.13315 -3.10994 1.19335 0.00
H -4.01900 -3.15873 -0.17591 0.00
H -3.47067 -2.56245 1.40246 0.00
H -6.77633 -1.83479 -0.03184 0.00
H -6.39730 -0.35142 -0.88944 0.00
H -5.78511 -1.91820 -1.48036 0.00
H -5.95608 -0.82993 2.07387 0.00
H -4.30998 -0.21928 2.21516 0.00
H -5.49485 0.64390 1.21919 0.00
H -4.68644 -0.15460 -2.32055 0.00
H -2.30559 0.96971 -3.01804 0.00
H 0.00143 0.05789 0.01263 0.00
H -1.52226 3.44825 -1.11311 0.00
H -0.40316 5.23813 0.61050 0.00
H 2.92193 5.28942 0.69909 0.00
H 1.48249 6.23558 1.11159 0.00
H 2.81200 6.11978 2.25333 0.00
H 3.51244 3.19292 2.02718 0.00
H 3.27172 4.12546 3.50088 0.00
H 2.40591 2.60655 3.28274 0.00
H -0.15203 5.33182 2.89236 0.00
H 0.20333 3.79207 3.69326 0.00
H 1.16928 5.22832 4.04779 0.00
H 0.79383 2.04652 -3.27854 0.00
H 2.58185 0.44759 -4.57108 0.00
H 3.38083 -2.75379 -1.36647 0.00
H 4.58524 -3.19038 -2.57744 0.00
H 4.48190 -1.52043 -2.01237 0.00
H 1.45094 -3.62793 -2.87713 0.00
H 1.37331 -3.07893 -4.56124 0.00
H 2.67287 -4.15050 -4.03342 0.00
H 4.38835 -0.87407 -4.45691 0.00
H 4.37515 -2.57488 -4.89847 0.00
H 3.10244 -1.52887 -5.50378 0.00
C -0.07746 -3.27382 4.25892 0.01
S 0.71287 -2.97924 2.69493 0.02
C 2.17714 -3.98094 2.81396 0.00
O 1.26784 -1.51968 2.80766 0.03
H 0.64464 -3.08588 5.05181 0.00
H -0.43487 -4.30292 4.27634 0.00
H -0.91830 -2.58516 4.32156 0.00
H 1.89016 -5.03145 2.78782 0.00
H 2.69028 -3.72672 3.74006 0.00
H 2.78972 -3.73711 1.94777 0.00
```